Version one
Density functional theory data (ωB97M-V with the def2-TZVPD basis set) for a 2-piece molecular cluster, C2H3BrOS overall.

Summary:
* total charge: 0
* LUMO energy (alpha / beta): -1.465 / -1.436 eV
* orbital gap (alpha / beta): 6.9661 / 6.9938 eV

Last column: Mulliken charge in e.
Element x y z (Å)
C  -2.52719  0.96312  -0.15586  -0.070
C  -1.78349  0.14947  -1.19064  -0.785
O  -3.88347  -2.26132  0.01329  -0.248
S  -4.54172  -2.58984  1.28574  0.245
Br  -2.07134  2.73047  -0.01998  -0.081
H  -1.65087  -0.87779  -0.76621  0.239
H  -2.27966  -0.08740  -2.08810  0.330
H  -0.86195  0.59284  -1.58194  0.369


Version two
Density functional theory data (ωB97M-V with the def2-TZVPD basis set) for an isolated molecule of C2H3BrOS.

Summary:
* total charge: 0
* LUMO energy: -0.564 eV
* orbital gap: 8.7454 eV
* SMILES: O=CCSBr

Last column: Mulliken charge in e.
Element x y z (Å)
C  0.00086  1.24160  -0.31075  0.065
C  0.72315  0.61168  0.78537  -0.701
O  -1.03959  1.82917  -0.18607  -0.426
S  2.72264  1.42298  0.33329  -0.045
Br  3.76264  -0.39127  -0.14462  -0.036
H  0.33018  1.09848  -1.25943  0.422
H  0.74629  0.87067  1.86250  0.324
H  0.87591  -0.38816  0.71000  0.398


Which is less stable than every other structure shown? version one is.